ORCA calculation (ωB97M-V/def2-TZVPD) on 2 unconnected molecules or ions with the total composition C2H8OS2 at a distorted geometry.

Summary:
HOMO-LUMO gap: 9.34 eV
LUMO: 0.705 eV
relative energy (zero: lowest compared OMol25 entry of this formula, charge and spin): 8.8 kcal per mole
multiplicity: 1
HOMO level: -0.317 Eh

Geometry as XYZ:
```
13
C2H8OS2 ωB97M-V/def2-TZVPD
C 0.00 0.00 0.00
S 0.24 -1.42 -1.06
S -1.03 -0.95 -2.51
C -0.19 0.31 -3.43
H -0.95 -0.14 0.54
H -0.05 0.94 -0.57
H 0.81 0.09 0.74
H -0.72 0.38 -4.39
H 0.88 0.13 -3.62
H -0.30 1.27 -2.89
O 4.26 -2.67 -5.65
H 4.65 -3.23 -6.35
H 3.49 -2.23 -6.09
```

natural (NBO) atomic charge list, values in e, 6 entries: atom 1 (C): -0.774, atom 2 (S): 0.108, atom 3 (S): 0.106, atom 4 (C): -0.785, atom 5 (H): 0.221, atom 6 (H): 0.219

***

ORCA calculation (ωB97M-V/def2-TZVPD) on a molecular structure, C14H24B4Cl6F16N4Ni at a distorted geometry.

Summary:
total charge: -2
HOMO-LUMO gap: 9.84 eV
LUMO: 3.659 eV
multiplicity: 3
HOMO level: -0.227 Eh

Geometry as XYZ:
```
69
C14H24B4Cl6F16N4Ni ωB97M-V/def2-TZVPD
Ni 9.25 -13.73 -24.42
B 6.85 -13.35 -25.21
F 5.63 -12.94 -24.67
F 6.72 -13.59 -26.57
F 7.76 -12.30 -24.93
F 7.37 -14.45 -24.57
B 12.59 -14.68 -24.89
F 13.07 -14.04 -26.04
F 13.67 -14.73 -23.99
F 11.45 -13.99 -24.34
F 12.19 -15.99 -25.14
B 9.96 -11.80 -22.80
F 9.04 -12.83 -22.53
F 9.49 -10.55 -22.34
F 11.22 -11.97 -22.22
F 10.11 -11.77 -24.20
B 9.66 -14.87 -26.93
F 10.88 -15.15 -27.49
F 9.41 -15.58 -25.75
F 9.63 -13.52 -26.45
F 8.64 -15.04 -27.88
C 9.26 -11.35 -19.51
C 7.86 -10.99 -19.34
N 6.76 -10.73 -19.16
H 9.78 -10.46 -19.86
H 9.37 -12.25 -20.11
H 9.64 -11.54 -18.50
C 8.98 -17.12 -20.75
C 9.17 -16.24 -21.90
N 9.35 -15.56 -22.79
H 8.75 -16.41 -19.94
H 9.88 -17.70 -20.56
H 8.09 -17.74 -20.84
C 5.50 -12.35 -21.84
C 6.20 -13.35 -21.03
N 6.71 -14.13 -20.36
H 5.18 -11.52 -21.21
H 4.68 -12.82 -22.38
H 6.20 -11.93 -22.55
C 6.82 -8.27 -22.60
C 6.17 -7.42 -23.61
N 5.65 -6.73 -24.35
H 7.25 -7.73 -21.76
H 7.61 -8.87 -23.05
H 6.12 -9.01 -22.21
Cl 14.71 -10.32 -25.24
C 13.72 -11.32 -24.10
C 14.59 -11.86 -22.97
Cl 14.87 -10.55 -21.75
H 13.37 -12.14 -24.72
H 12.94 -10.69 -23.69
H 15.59 -12.05 -23.34
H 14.19 -12.75 -22.50
Cl 13.17 -7.77 -23.82
C 12.42 -7.30 -22.33
C 11.31 -8.28 -21.95
Cl 10.45 -7.67 -20.51
H 11.98 -6.31 -22.37
H 13.19 -7.42 -21.56
H 11.64 -9.31 -21.88
H 10.57 -8.19 -22.74
Cl 14.59 -14.51 -18.65
C 13.51 -13.12 -18.78
C 12.34 -13.29 -19.71
Cl 11.19 -14.54 -19.15
H 14.05 -12.18 -18.87
H 13.11 -12.95 -17.77
H 12.62 -13.60 -20.72
H 11.81 -12.35 -19.81
```

natural (NBO) atomic charge list, values in e, 6 entries: atom 1 (Ni): 1.696, atom 2 (B): 1.318, atom 3 (F): -0.568, atom 4 (F): -0.535, atom 5 (F): -0.567, atom 6 (F): -0.547

***

ORCA calculation (ωB97M-V/def2-TZVPD) on a molecular structure, C29H58BrF3N8O15Si2 at a distorted geometry.

Summary:
HOMO-LUMO gap: 8.24 eV
LUMO: -0.691 eV
multiplicity: 1
HOMO level: -0.328 Eh

Geometry as XYZ:
```
116
C29H58BrF3N8O15Si2 ωB97M-V/def2-TZVPD
C -4.73 1.02 5.88
C -4.09 -0.49 5.88
C -5.04 -1.60 5.11
C -4.53 -3.17 5.38
C -3.19 -3.36 4.41
C -2.43 -4.78 4.71
C -1.02 -4.81 3.84
C 0.29 -4.35 4.74
C 1.36 -3.40 3.89
C 0.93 -1.82 3.85
Si 0.69 -1.09 2.07
C 0.44 0.84 2.34
C 1.73 1.58 3.01
O 1.67 3.02 2.62
C 0.54 3.69 3.28
O 0.40 3.62 4.64
C -0.60 4.62 2.52
C -0.90 4.16 0.97
O -0.78 -1.69 1.38
Si -0.59 -2.58 -0.11
Br 0.54 -4.61 0.14
N 0.08 -1.55 -1.41
C -0.48 -1.84 -2.78
C 0.10 -3.25 -3.46
C -2.41 -3.14 -0.60
F -2.34 -4.19 -1.65
F -2.95 -3.78 0.66
F -3.30 -2.00 -0.92
C 2.29 -1.29 0.94
C 2.59 -0.05 -0.03
C 3.89 -0.09 -1.01
C 4.73 -1.46 -0.78
C 4.22 -2.53 0.31
N 3.02 -2.56 1.19
H -4.33 1.64 4.94
H -4.42 1.64 6.84
H -5.90 0.96 5.81
H -3.92 -0.80 7.01
H -3.02 -0.43 5.37
H -4.89 -1.44 3.94
H -6.18 -1.48 5.34
H -5.40 -3.92 5.07
H -4.21 -3.34 6.50
H -3.52 -3.33 3.29
H -2.49 -2.44 4.64
H -2.20 -4.99 5.84
H -3.12 -5.66 4.31
H -0.90 -5.94 3.49
H -1.10 -4.19 2.82
H 0.00 -3.90 5.79
H 0.89 -5.36 4.96
H 2.38 -3.47 4.50
H 1.47 -3.92 2.84
H 1.67 -1.17 4.52
H -0.13 -1.74 4.38
H -0.49 0.95 3.07
H 0.10 1.33 1.30
H 2.75 1.18 2.59
H 1.78 1.45 4.19
H -0.30 5.76 2.48
H -1.62 4.52 3.12
H -0.79 5.12 0.28
H -0.16 3.36 0.54
H -2.04 3.85 0.90
H -0.18 -0.54 -1.22
H -1.65 -1.74 -2.88
H -0.05 -0.98 -3.50
H -0.78 -3.83 -4.01
H 0.71 -3.91 -2.71
H 0.87 -2.96 -4.33
H 1.87 0.88 -0.06
H 4.22 0.72 -1.79
H 5.71 -1.67 -1.40
H 4.92 -3.49 0.44
C -1.78 -3.35 -7.76
N -0.38 -3.14 -7.31
O -0.12 -2.06 -6.75
O 0.43 -4.05 -7.54
H -2.38 -2.48 -7.50
H -1.76 -3.50 -8.85
H -2.16 -4.24 -7.25
C 3.01 4.84 0.27
N 2.89 4.00 -0.95
O 1.95 3.20 -0.99
O 3.75 4.15 -1.82
H 2.19 4.60 0.95
H 3.97 4.63 0.73
H 2.95 5.89 -0.05
C -5.89 -4.54 -8.68
N -4.49 -4.32 -8.23
O -4.24 -3.25 -7.67
O -3.69 -5.23 -8.45
H -6.49 -3.66 -8.42
H -5.87 -4.68 -9.76
H -6.27 -5.43 -8.16
C 0.03 4.31 -3.72
N -1.22 5.10 -3.60
O -2.09 4.92 -4.47
O -1.30 5.88 -2.65
H -0.03 3.67 -4.60
H 0.86 5.01 -3.82
H 0.13 3.71 -2.81
C 7.15 6.35 2.55
N 6.22 5.38 1.90
O 5.23 5.84 1.32
O 6.52 4.18 1.99
H 6.77 7.36 2.39
H 7.18 6.11 3.61
H 8.13 6.23 2.08
C 4.10 4.63 -4.96
N 2.93 5.41 -5.44
O 2.45 6.25 -4.67
O 2.52 5.16 -6.59
H 4.35 4.95 -3.95
H 3.82 3.57 -4.97
H 4.93 4.83 -5.65
```

Löwdin atomic charge list, values in e, 6 entries: atom 1 (C): -0.156, atom 2 (C): -0.267, atom 3 (C): -0.225, atom 4 (C): -0.209, atom 5 (C): -0.221, atom 6 (C): -0.214